Entry 1:
A 2-piece molecular cluster, C3H9NO2S2 overall in a non-equilibrium geometry, computed with ωB97M-V with the def2-TZVPD basis set.

Calculated values
HOMO energy (spin up / spin down): -0.31 / -4.22 eV
Kohn-Sham gap (spin up / spin down): 3.52 / 7.35 eV
E_LUMO (spin up / spin down): 3.2087 / 3.1337 eV
energy relative to the best compared isomer or geometry (same formula, charge and spin): 1.809 eV
energy: -30511.6459 eV
⟨S²⟩: 0.754

```
! wB97M-V def2-TZVPD RIJCOSX def2/J DEFGRID3
* xyz -1 2
S 1.8821 0.9721 3.6480
S 0.2671 1.2352 2.3653
C -0.2090 -0.0030 0.9640
C 0.6347 0.3322 -0.2398
N 0.7383 -0.7970 -1.1915
C 1.1054 -0.5978 -2.5173
O 0.6614 -1.3569 -3.3575
H 2.9844 1.5436 3.1172
H 0.0458 -1.0651 1.1796
H -1.2827 0.2342 0.9673
H 1.6779 0.4170 0.0932
H 0.2190 1.2618 -0.6645
H 0.1276 -1.5932 -1.1013
H 1.9027 0.1133 -2.7830
H -3.3628 -0.9552 -0.4684
H -3.6357 0.3428 0.4299
O -3.7562 -0.0840 -0.4410
*
```

Entry 2:
C16H18BrNO2Se2SiTe2V as an isolated structure in a non-equilibrium geometry, computed with ωB97M-V with the def2-TZVPD basis set.

Calculated values
HOMO energy: -4.08 eV
Kohn-Sham gap: 6.40 eV
E_LUMO: 2.3155 eV
energy: -271362.4183 eV

```
! wB97M-V def2-TZVPD RIJCOSX def2/J DEFGRID3
* xyz -1 1
V -0.4746 -0.4804 -2.0288
Se 0.3036 -0.0124 -4.1412
Te -1.6009 0.6711 -5.6755
Te -3.4964 -0.7851 -4.3540
Se -2.7599 0.0222 -2.0895
Br 1.6365 -4.1477 3.8261
C 0.4930 -3.2083 2.6284
C -0.4038 -2.2931 3.1544
C -1.2344 -1.6087 2.2821
C -1.1581 -1.8294 0.9208
C -0.2346 -2.7403 0.4045
C 0.5965 -3.4413 1.2780
C -0.0805 -3.0043 -1.0667
O 0.5742 -3.9628 -1.4662
O -0.6873 -2.1773 -1.8318
H -0.4522 -2.1253 4.2197
H -1.9562 -0.9116 2.6803
H -1.8470 -1.3111 0.2598
H 1.2949 -4.1544 0.8665
C 0.7097 3.5864 0.0783
Si -0.6970 2.4786 -0.5959
C -1.3939 3.1885 -2.2316
C -2.1478 2.4117 0.6661
N -0.0255 0.9119 -0.9312
C 0.9780 0.3646 -0.1788
C 2.0286 -0.3153 -0.8175
C 3.0311 -0.9251 -0.0897
C 3.0290 -0.8633 1.2956
C 2.0149 -0.1735 1.9414
C 1.0061 0.4326 1.2231
H 0.3141 4.5282 0.4430
H 1.4345 3.8075 -0.7004
H 1.2417 3.0992 0.8893
H -1.2378 4.2606 -2.2955
H -2.4654 3.0065 -2.2905
H -0.9254 2.7213 -3.0981
H -2.6509 3.3712 0.7365
H -1.8345 2.1226 1.6681
H -2.8871 1.6875 0.3256
H 2.0849 -0.2973 -1.9091
H 3.8299 -1.4345 -0.6139
H 3.8210 -1.3336 1.8616
H 2.0100 -0.1035 3.0210
H 0.2190 0.9674 1.7355
*
```

Entry 3:
A 2-piece molecular cluster, C14H35NO7PS overall, computed with ωB97M-V with the def2-TZVPD basis set.

Calculated values
HOMO energy: -12.18 eV
Kohn-Sham gap: 9.81 eV
E_LUMO: -2.3628 eV
energy: -51023.8912 eV

```
! wB97M-V def2-TZVPD RIJCOSX def2/J DEFGRID3
* xyz 1 1
C 1.2587 2.8012 -1.9899
C 1.9708 3.1104 -0.6869
C 2.8908 1.9760 -0.1826
O 2.5754 0.6933 -0.7307
C 1.4949 0.1049 -0.0734
P 0.9089 -1.2427 -1.1371
N 1.2390 -2.7113 -0.4076
C 1.7342 -1.3271 -2.7568
O 0.9498 -2.1943 -3.5243
C 0.3198 -1.6360 -4.6827
C -0.5292 -0.4190 -4.4300
O -1.4086 -0.6583 -3.3541
C -2.1425 0.5081 -2.9608
C -3.5948 0.1518 -2.8674
O -3.7843 -0.8952 -1.9380
C -4.4633 -0.5042 -0.7555
C -5.9413 -0.2481 -0.9776
H 0.4619 3.5173 -2.1385
H 0.7887 1.8294 -1.9836
H 1.9367 2.8897 -2.8262
H 2.6113 3.9630 -0.8573
H 1.2859 3.4007 0.1003
H 2.7858 1.9080 0.8989
H 3.9234 2.2101 -0.3868
H 1.7724 -0.3317 0.8865
H 0.7026 0.8169 0.1447
H -0.4775 -1.1627 -1.3035
H 0.9077 -3.4310 -1.0504
H 0.7590 -2.7947 0.4849
H 1.9231 -0.3481 -3.1797
H 2.7022 -1.7812 -2.5663
H 1.0404 -1.4314 -5.4674
H -0.3196 -2.4226 -5.0555
H 0.0956 0.4545 -4.2508
H -1.0901 -0.2394 -5.3443
H -2.0399 1.2893 -3.7023
H -1.7958 0.8453 -1.9856
H -4.1427 1.0484 -2.5806
H -3.9602 -0.1671 -3.8354
H -4.3736 -1.3353 -0.0697
H -3.9846 0.3639 -0.3026
H -6.2879 -0.9316 -1.7445
H -6.1420 0.7539 -1.3334
H -6.4962 -0.3978 -0.0653
O 1.3732 0.8317 3.8596
S 2.0810 -0.2422 4.4968
O 1.8172 -1.5974 4.1147
O 1.9463 -0.0894 6.0653
C 0.6187 -0.0066 6.6379
C -0.1067 -1.3370 6.6427
C 3.8142 0.0465 4.3848
H 0.0468 0.7619 6.1161
H 0.7747 0.3382 7.6571
H -0.3164 -1.6830 5.6318
H -1.0548 -1.2392 7.1705
H 0.4956 -2.1000 7.1346
H 4.0230 1.0669 4.6933
H 4.0949 -0.1055 3.3447
H 4.3274 -0.6704 5.0196
*
```

Entry 4:
C47H47IrN3O3P2S as an isolated structure in a non-equilibrium geometry, computed with ωB97M-V with the def2-TZVPD basis set.

Calculated values
HOMO energy: -15.01 eV
Kohn-Sham gap: 7.30 eV
E_LUMO: -7.7111 eV
energy relative to the best compared isomer or geometry (same formula, charge and spin): 2.055 eV
energy: -92343.4510 eV

```
! wB97M-V def2-TZVPD RIJCOSX def2/J DEFGRID3
* xyz 3 1
Ir -0.4596 1.2144 -0.2290
O 1.3035 0.3240 -0.7324
S 2.4472 -0.3893 0.0455
C 3.0096 -1.5826 -1.1241
C 4.3807 -1.5829 -1.3532
C 4.9238 -2.5401 -2.1992
C 4.0866 -3.4682 -2.7988
C 2.7111 -3.4386 -2.5761
C 2.1339 -2.4863 -1.7457
P 0.3239 -2.4287 -1.4038
C -0.2200 -4.1297 -1.7285
C -0.6171 -4.6032 -2.9793
C -1.0118 -5.9251 -3.1268
C -1.0087 -6.7810 -2.0333
C -0.6170 -6.3163 -0.7851
C -0.2319 -4.9934 -0.6322
C -0.3189 -1.4977 -2.8432
C 0.4476 -1.0200 -3.9037
C -0.1514 -0.3152 -4.9463
C -1.5213 -0.0833 -4.9400
C -2.2961 -0.5494 -3.8801
C -1.6981 -1.2425 -2.8354
C 1.7922 -1.4230 1.3591
C 2.6630 -2.4390 1.7441
C 2.3558 -3.2328 2.8361
C 1.1894 -3.0027 3.5506
C 0.3431 -1.9767 3.1708
C 0.6245 -1.1601 2.0712
P -0.6607 0.0877 1.7330
C -0.8043 0.9371 3.3242
C -1.9009 0.8224 4.1721
C -1.8965 1.4738 5.4000
C -0.8008 2.2280 5.7874
C 0.3058 2.3307 4.9509
C 0.3007 1.6916 3.7254
C -2.1684 -0.8768 1.4578
C -2.1161 -2.2286 1.1203
C -3.2832 -2.9204 0.8268
C -4.5069 -2.2711 0.8788
C -4.5690 -0.9243 1.2246
C -3.4071 -0.2254 1.4999
H 5.0212 -0.8641 -0.8560
H 5.9897 -2.5639 -2.3781
H 4.5015 -4.2247 -3.4517
H 2.0789 -4.1764 -3.0549
H -0.6209 -3.9459 -3.8405
H -1.3196 -6.2892 -4.0982
H -1.3165 -7.8110 -2.1538
H -0.6189 -6.9829 0.0672
H 0.0676 -4.6314 0.3468
H 1.5108 -1.2169 -3.9380
H 0.4518 0.0257 -5.7783
H -1.9889 0.4298 -5.7712
H -3.3687 -0.3972 -3.8824
H -2.3083 -1.6155 -2.0175
H 3.5750 -2.6207 1.1916
H 3.0322 -4.0249 3.1284
H 0.9405 -3.6155 4.4065
H -0.5636 -1.8048 3.7390
H -2.7525 0.2138 3.8995
H -2.7494 1.3794 6.0586
H -0.8002 2.7279 6.7469
H 1.1672 2.9067 5.2633
H 1.1636 1.7681 3.0732
H -1.1668 -2.7469 1.0944
H -3.2326 -3.9715 0.5728
H -5.4179 -2.8156 0.6680
H -5.5292 -0.4297 1.2950
H -3.4619 0.8231 1.7670
C -4.8628 2.8457 -0.8201
O -3.8105 2.8364 -1.8325
C -2.6502 2.3879 -1.4986
O -2.3899 1.9050 -0.3641
N -1.7193 2.5112 -2.4890
N -0.4959 1.8201 -2.3194
H -5.7084 3.3130 -1.3089
H -4.5324 3.4295 0.0345
H -5.0899 1.8219 -0.5353
H -2.0406 2.6935 -3.4307
H 0.2543 2.4032 -2.6775
H -0.5089 0.9588 -2.8792
C 4.1394 4.7829 0.2218
N 3.4840 3.4358 0.1811
C 3.3287 2.9037 1.5657
C 2.1869 3.3549 -0.6347
C 0.9830 3.8724 0.1003
C 0.9082 5.2427 0.3806
C -0.0739 5.7659 1.1988
C -1.0151 4.9107 1.7509
C -1.0158 3.5667 1.4101
C -0.0452 3.0290 0.5638
H 5.1262 4.6633 0.6629
H 3.5477 5.4481 0.8392
H 4.2306 5.1717 -0.7896
H 4.1357 2.8295 -0.3165
H 2.6616 3.5659 2.1112
H 4.3056 2.8794 2.0422
H 2.9087 1.9020 1.5192
H 2.0667 2.2958 -0.8568
H 2.3975 3.9014 -1.5554
H 1.6194 5.9162 -0.0800
H -0.1093 6.8282 1.3978
H -1.7757 5.2916 2.4201
H -1.8011 2.9346 1.8083
*
```

Entry 5:
A 3-piece molecular cluster, C22H42FNO9 overall in a non-equilibrium geometry, computed with ωB97M-V with the def2-TZVPD basis set.

Calculated values
SMILES: C[C@@H](F)CC1=C(CCCN)C(=O)OC1=O.COCCOCCOC.COCCOCCOC
HOMO energy: -9.04 eV
Kohn-Sham gap: 8.13 eV
E_LUMO: -0.9128 eV
energy: -46126.7029 eV

```
! wB97M-V def2-TZVPD RIJCOSX def2/J DEFGRID3
* xyz 0 1
C -6.9226 -0.1701 2.8964
C -6.3954 -1.4250 2.2585
F -7.4565 -2.2619 1.9810
C -5.5913 -1.1514 0.9949
C -4.2308 -0.6510 1.3378
C -3.2207 -1.2607 1.9585
C -3.1213 -2.6564 2.4646
C -3.2291 -2.8046 3.9818
C -2.0592 -2.2402 4.7900
N -0.7456 -2.6294 4.3165
C -2.1191 -0.2232 2.0110
O -1.1551 -0.1501 2.7343
O -2.4282 0.7461 1.0776
C -3.8152 0.7334 0.9647
O -4.4916 1.6811 0.6559
H -7.5655 -0.4605 3.7179
H -6.1246 0.4353 3.3042
H -7.5006 0.4161 2.1940
H -5.7540 -1.9363 2.9656
H -5.5296 -2.0369 0.3720
H -6.1256 -0.3987 0.4290
H -3.9351 -3.2110 2.0134
H -2.1901 -3.0755 2.1047
H -4.1595 -2.4018 4.3576
H -3.2733 -3.8699 4.1933
H -2.1746 -2.6280 5.7993
H -2.1552 -1.1648 4.8773
H -0.2420 -1.8624 3.9101
H -0.7722 -3.4124 3.6888
C 4.9442 2.8777 -1.5592
O 4.0127 2.1740 -0.7690
C 4.5352 0.9964 -0.1798
C 4.0234 0.7927 1.2293
O 4.5754 1.6612 2.2037
C 4.1882 3.0269 2.2271
C 2.7686 3.2812 2.6837
O 1.8267 2.9533 1.6796
C 0.6404 2.3674 2.1776
H 5.1344 2.3574 -2.5052
H 4.5166 3.8543 -1.7803
H 5.8908 3.0235 -1.0274
H 5.6301 1.0178 -0.1659
H 4.2142 0.1398 -0.7881
H 4.3460 -0.2045 1.5392
H 2.9317 0.7999 1.2580
H 4.3899 3.5189 1.2740
H 4.8480 3.4812 2.9700
H 2.6639 4.3511 2.9099
H 2.5804 2.7122 3.6009
H 0.8669 1.5467 2.8631
H 0.0923 1.9636 1.3299
H 0.0161 3.1117 2.6857
C -0.7096 0.0363 -2.4325
O 0.4915 0.3282 -3.1075
C 1.6496 -0.1383 -2.4372
C 2.6824 -0.6824 -3.3993
O 2.3627 -1.9370 -3.9795
C 1.3430 -1.9965 -4.9643
C 1.6996 -1.3705 -6.2948
O 1.6794 0.0451 -6.2297
C 2.6818 0.6645 -7.0041
H -0.8188 0.6668 -1.5423
H -1.5325 0.2499 -3.1134
H -0.7629 -1.0201 -2.1419
H 1.3923 -0.9154 -1.7086
H 2.0919 0.7100 -1.8978
H 3.5885 -0.8710 -2.8175
H 2.9389 0.0560 -4.1607
H 0.3986 -1.6022 -4.5855
H 1.1974 -3.0645 -5.1438
H 0.9553 -1.6886 -7.0370
H 2.6834 -1.7334 -6.6118
H 3.6633 0.2163 -6.8136
H 2.7194 1.7126 -6.7113
H 2.4522 0.6003 -8.0735
*
```

Entry 6:
A 2-piece molecular cluster, C4H11N3O2 overall in a non-equilibrium geometry, computed with ωB97M-V with the def2-TZVPD basis set.

Calculated values
SMILES: N/N=C(/N)O.CC(C)=O
HOMO energy: -7.93 eV
Kohn-Sham gap: 8.63 eV
E_LUMO: 0.6992 eV
energy relative to the best compared isomer or geometry (same formula, charge and spin): 3.619 eV
energy: -12889.2107 eV

```
! wB97M-V def2-TZVPD RIJCOSX def2/J DEFGRID3
* xyz 0 1
C -1.1056 0.4256 -0.4032
C -1.2238 0.9277 -1.8300
C -1.2703 -1.0805 -0.3225
N 0.6543 1.3355 0.1591
C 1.2170 0.3111 0.9508
N 2.6590 -1.4365 1.2032
O -1.6394 1.1162 0.5657
O 0.5389 0.0220 2.0866
N 2.1168 -0.4154 0.4341
H -0.2036 1.8545 0.6601
H -0.2693 0.5800 2.1141
H 1.2494 1.5716 -0.6267
H 2.0025 -1.8238 1.8802
H 3.0358 -2.1371 0.5853
H -0.3610 0.5546 -2.3957
H -1.2394 2.0195 -1.8641
H -2.1338 0.5374 -2.2899
H -0.5868 -1.5913 -1.0000
H -1.1444 -1.4438 0.6959
H -2.2962 -1.3274 -0.6030
*
```

Entry 7:
An isolated ion of composition C5H4N and charge +1 in a non-equilibrium geometry, computed with ωB97M-V with the def2-TZVPD basis set.

Calculated values
HOMO energy (spin up / spin down): -15.29 / -15.42 eV
Kohn-Sham gap (spin up / spin down): 6.96 / 8.06 eV
E_LUMO (spin up / spin down): -8.3287 / -7.3574 eV
energy relative to the best compared isomer or geometry (same formula, charge and spin): 4.959 eV
energy: -6723.3811 eV

```
! wB97M-V def2-TZVPD RIJCOSX def2/J DEFGRID3
* xyz 1 1
C 3.5294 0.2563 0.1001
C 2.2083 0.1187 -0.0672
C 0.3551 -1.4025 -0.0027
C 1.6385 -1.2198 -0.0513
C -0.1358 0.0267 0.1625
N 1.0302 0.8623 -0.1588
H -0.2076 -2.2406 -0.1388
H -0.7328 0.1736 -0.7677
H -0.5643 0.2802 1.0627
H 1.1986 1.8185 0.0773
*
```

Entry 8:
A 2-piece molecular cluster, H4O2 overall in a non-equilibrium geometry, computed with ωB97M-V with the def2-TZVPD basis set.

Calculated values
SMILES: O.O
HOMO energy: -10.69 eV
Kohn-Sham gap: 11.33 eV
E_LUMO: 0.6415 eV
energy relative to the best compared isomer or geometry (same formula, charge and spin): 0.227 eV
energy: -4159.7117 eV

```
! wB97M-V def2-TZVPD RIJCOSX def2/J DEFGRID3
* xyz 0 1
H -0.1360 -0.0821 -0.6013
H -1.0018 0.9859 -0.9239
H 1.1094 -0.6491 1.2267
H -0.1895 -0.2697 1.8508
O -0.1554 0.6447 -1.2453
O 0.1826 -0.6428 1.0512
*
```

Entry 9:
An isolated ion of composition C2H6N2P and charge +1 in a non-equilibrium geometry, computed with ωB97M-V with the def2-TZVPD basis set.

Calculated values
HOMO energy (spin up / spin down): -14.16 / -14.17 eV
Kohn-Sham gap (spin up / spin down): 6.26 / 6.26 eV
E_LUMO (spin up / spin down): -7.9044 / -7.9021 eV
energy relative to the best compared isomer or geometry (same formula, charge and spin): 3.830 eV
energy: -14429.3805 eV

```
! wB97M-V def2-TZVPD RIJCOSX def2/J DEFGRID3
* xyz 1 1
C -0.6231 1.0723 -0.4270
C 0.0610 -1.2708 0.1599
N 0.3131 1.6340 0.1642
N -0.7699 -0.2310 -0.4159
P 1.8562 -1.0976 0.6404
H -1.3788 1.4532 -1.1958
H -0.3057 -1.4870 1.2007
H -0.1416 -2.2369 -0.4703
H 0.5536 2.6571 -0.1084
H -1.5459 -0.7305 -0.7715
H 1.9812 0.2373 1.2238
*
```

Entry 10:
C18H20F4MnN2 as an isolated structure, computed with ωB97M-V with the def2-TZVPD basis set.

Calculated values
HOMO energy (spin up / spin down): -7.76 / -7.39 eV
Kohn-Sham gap (spin up / spin down): 8.25 / 7.77 eV
E_LUMO (spin up / spin down): 0.4912 / 0.3801 eV
energy: -64157.2139 eV
⟨S²⟩: 0.755

```
! wB97M-V def2-TZVPD RIJCOSX def2/J DEFGRID3
* xyz 0 2
Mn 0.0439 0.2986 0.6076
C 2.6605 0.6892 1.9065
C 2.9382 -0.0813 0.6180
N 1.7420 -0.8109 0.1322
C 1.9931 -1.2851 -1.2612
C 1.9536 -0.2420 -2.3596
C 1.5267 -2.0477 0.9487
C 0.1023 -2.5766 0.7802
N -0.7426 -1.4081 0.9267
C -2.0747 -1.4583 1.1762
C -2.7089 -0.2207 1.4086
F -1.9042 0.9029 1.3672
C -4.0462 -0.0846 1.6754
F -4.5554 1.1345 1.8907
C -4.8672 -1.1986 1.7278
C -4.2765 -2.4262 1.5025
F -5.0332 -3.5320 1.5372
C -2.9277 -2.5689 1.2328
F -2.4428 -3.8077 1.0051
H 2.4995 0.0351 2.7625
H 1.7540 1.3028 1.7784
H 3.4812 1.3665 2.1393
H 3.7691 -0.7870 0.7389
H 3.2162 0.6247 -0.1630
H 1.2647 -2.0646 -1.4776
H 2.9766 -1.7750 -1.2501
H 0.9816 0.2405 -2.4206
H 2.1581 -0.7429 -3.3071
H 2.7059 0.5351 -2.2298
H 1.6574 -1.7827 1.9980
H 2.2855 -2.7962 0.6935
H -0.0807 -3.3309 1.5492
H -0.0348 -3.0734 -0.1864
H -5.9217 -1.1122 1.9380
C -0.0616 4.0017 -2.5059
C 1.0244 3.8543 -1.6575
C 1.0827 2.7769 -0.7818
C 0.0699 1.8044 -0.7070
C -1.0187 2.0011 -1.5726
C -1.0872 3.0693 -2.4576
H -0.1097 4.8335 -3.1973
H 1.8300 4.5796 -1.6793
H 1.9602 2.6998 -0.1422
H -1.8406 1.2884 -1.5702
H -1.9428 3.1747 -3.1146
*
```

Entry 11:
A 2-piece molecular cluster, C5H14O overall in a non-equilibrium geometry, computed with ωB97M-V with the def2-TZVPD basis set.

Calculated values
SMILES: CC(C)O.CC
HOMO energy: -10.12 eV
Kohn-Sham gap: 11.14 eV
E_LUMO: 1.0188 eV
energy relative to the best compared isomer or geometry (same formula, charge and spin): 0.791 eV
energy: -7458.9943 eV

```
! wB97M-V def2-TZVPD RIJCOSX def2/J DEFGRID3
* xyz 0 1
C -2.4943 0.0124 -0.8319
C -1.9141 0.4537 -2.1921
H -1.8544 -0.7225 -0.3543
H -2.6797 0.8632 -0.1841
H -3.4810 -0.4254 -1.0080
H -2.6325 0.2643 -2.9929
H -0.9585 0.0062 -2.4229
H -1.8415 1.5317 -2.2571
C 1.4875 0.3356 1.1858
C 1.8843 -0.1820 -0.1755
C 0.4811 -0.6035 1.8884
O 2.6351 0.3777 2.0798
H 1.1198 1.3564 1.1877
H 2.5599 -1.0346 -0.1518
H 0.9670 -1.5803 1.8230
H 0.4949 -0.3660 2.9442
H -0.4689 -0.5615 1.3646
H 3.4609 0.2495 1.5934
H 2.2633 0.5964 -0.8428
H 0.9708 -0.5715 -0.6534
*
```

Entry 12:
A 2-piece molecular cluster, C4H5F3O overall in a non-equilibrium geometry, computed with ωB97M-V with the def2-TZVPD basis set.

Calculated values
HOMO energy: -7.99 eV
Kohn-Sham gap: 8.51 eV
E_LUMO: 0.5279 eV
energy relative to the best compared isomer or geometry (same formula, charge and spin): 3.115 eV
energy: -14424.9296 eV

```
! wB97M-V def2-TZVPD RIJCOSX def2/J DEFGRID3
* xyz 0 1
C 1.0394 1.2280 0.1414
C 1.2576 0.0075 0.6850
C -1.2670 -0.8053 0.5038
C 0.9375 -1.2181 0.0564
O -1.3921 0.5051 0.5169
F 1.3392 -0.0798 1.9908
F 1.3026 -2.3639 0.5913
F 1.1062 -1.4406 -1.3302
H 1.0375 2.1331 0.7015
H 0.9333 1.2513 -0.9323
H -1.3228 -1.2724 1.5025
H -1.3456 -1.3899 -0.4757
H -1.5589 0.7486 1.4309
*
```